Record 1
DFT (ωB97M-V/def2-TZVPD) results for a single C5H3NO molecule.

The geometry in XYZ format:
```
10
Properties=species:S:1:pos:R:3:forces:R:3:nbo_charge:R:1
N 3.198 -0.643 -0.114 -0.4 0.2 0.0 -0.3085
C 2.073 -0.404 -0.040 1.1 -0.1 0.0 0.2790
C 0.689 -0.129 0.048 0.3 -0.3 0.2 -0.4459
C 0.137 1.162 0.405 -0.7 0.1 -0.1 0.4001
O -1.092 1.289 0.411 0.2 0.5 -0.1 -0.5024
C -1.544 -0.586 -0.191 0.2 -1.9 -0.8 -0.2535
C -0.296 -1.049 -0.103 0.3 0.3 1.1 0.0953
H 0.763 2.028 0.673 -0.1 -0.4 -0.1 0.1928
H -2.511 -0.885 0.190 0.2 0.4 0.5 0.2592
H -1.418 -0.783 -1.278 -1.0 1.1 -0.7 0.2837
```
Forces are in eV/Å.

Its SMILES is C=C=C(C#N)C=O. As for the HOMO-LUMO gap: 9.7078 eV. The total energy is -322.16390 hartree.

=====

Record 2
DFT (ωB97M-V/def2-TZVPD) results for 2 unconnected molecules or ions with the total composition CH5ClNOPS.

The geometry in XYZ format:
```
11
Properties=species:S:1:pos:R:3:forces:R:3:nbo_charge:R:1
C 0.781 -0.336 -0.102 0.3 3.8 1.9 -0.4407
N 1.939 0.291 0.801 -1.1 -1.5 -2.0 -0.8178
O -1.984 -0.034 -1.784 -0.3 0.7 1.0 -0.9741
P -2.288 0.339 -0.390 0.0 2.4 -0.1 1.5376
S -2.460 2.089 0.577 0.2 -2.9 -1.5 -0.3796
Cl -2.628 -1.327 0.611 -0.2 -0.1 0.5 -0.2003
H 0.238 -1.088 0.539 0.3 1.1 -1.0 0.2062
H 0.201 0.670 -0.490 0.9 -2.8 1.3 0.1940
H 1.199 -0.722 -0.991 0.2 -1.0 -0.9 0.1908
H 2.423 -0.545 1.150 0.0 0.5 0.0 0.3409
H 2.580 0.663 0.080 -0.3 -0.1 0.7 0.3429
```
Forces are in eV/Å.

Its SMILES is O=P(=S)Cl.CN. As for the HOMO-LUMO gap: 9.2202 eV. The total energy is -1370.82921 hartree.

=====

Record 3
DFT (ωB97M-V/def2-TZVPD) results for a molecular structure, C20H56MgN3O14.

The geometry in XYZ format:
```
94
Properties=species:S:1:pos:R:3:forces:R:3:lowdin_charge:R:1
Mg -0.376 -0.789 4.691 -0.9 -0.5 -1.0 0.6005
O -5.919 -1.469 3.609 2.0 0.6 -3.3 -0.2642
C -5.236 -1.222 2.367 -2.5 -1.1 2.3 -0.3613
C -4.555 -2.415 1.597 0.2 -3.9 2.2 -0.3482
O -4.607 -3.661 2.244 0.4 2.2 -0.4 -0.1713
H -4.433 -0.498 2.505 0.7 0.4 0.3 0.0654
H -5.919 -0.809 1.625 -0.4 0.6 -0.1 0.0675
H -3.537 -2.277 1.233 0.6 0.8 0.1 0.0683
H -5.066 -2.717 0.683 -1.0 0.8 -0.7 0.1166
N -0.783 -1.170 1.441 -0.2 0.3 -2.5 -0.5670
O -0.599 -1.066 2.637 0.4 0.3 3.1 -0.0795
O -0.481 -2.161 0.827 1.0 -2.6 -0.1 0.0292
O -1.242 -0.249 0.774 -1.0 2.2 0.5 -0.0186
C 6.024 -0.479 2.093 -0.4 -0.4 -0.3 -0.0244
C 5.558 -1.395 0.949 -0.2 -1.2 0.1 -0.4759
C 4.094 -1.939 1.169 1.1 0.6 -0.6 -0.1443
C 3.094 -0.966 0.706 -1.8 -0.3 1.1 -0.2321
C 3.244 -0.554 -0.706 0.7 -0.1 -0.1 -0.1339
C 4.667 0.031 -0.997 -1.8 -0.3 -1.4 -0.4996
N 5.728 -0.815 -0.433 -0.7 -1.5 0.2 -0.0626
O 7.101 -0.390 -0.635 -1.4 0.6 0.3 -0.0181
C 4.678 0.068 -2.576 0.8 -0.3 0.7 -0.0256
C 4.614 1.427 -0.482 1.1 0.7 -0.1 -0.0417
C 6.390 -2.654 1.010 1.4 -0.1 -0.5 -0.0722
H 6.507 -1.088 2.858 -0.4 -0.1 0.3 0.0759
H 5.112 -0.021 2.476 0.5 0.6 0.4 0.0658
H 6.818 0.202 1.787 -0.4 0.3 -0.2 0.0817
H 3.903 -2.860 0.617 0.6 -0.2 -0.1 0.1126
H 3.814 -2.146 2.202 0.9 -0.1 0.3 0.1183
H 3.026 -0.167 1.444 0.0 0.6 -0.3 0.1102
H 2.169 -1.525 0.847 -0.7 0.4 -0.2 0.0960
H 2.484 0.189 -0.948 0.2 0.2 -0.2 0.1270
H 3.013 -1.396 -1.358 0.4 0.2 -0.1 0.0931
H 4.804 -0.959 -2.918 0.3 0.0 -0.1 0.0805
H 3.751 0.416 -3.033 -0.2 0.1 0.5 0.0783
H 5.456 0.715 -2.982 0.3 -0.2 0.1 0.0734
H 5.591 1.804 -0.785 -0.1 0.9 0.3 0.0855
H 3.799 1.953 -0.978 0.2 0.3 0.1 0.0929
H 4.509 1.499 0.601 0.0 0.0 0.0 0.0795
H 6.162 -3.337 0.191 -0.1 0.0 0.0 0.0875
H 6.323 -3.202 1.949 -0.3 0.2 0.1 0.0874
H 7.430 -2.338 0.921 0.3 -0.3 -0.1 0.0764
H 7.449 -1.043 -1.247 -0.1 -0.1 -0.1 0.0958
C -4.575 3.281 -0.981 1.3 -0.9 0.4 -0.0111
C -4.038 1.897 -1.593 -2.6 0.0 1.3 -0.4446
C -4.769 1.705 -2.903 0.3 -0.2 -2.1 -0.1648
C -4.230 2.562 -4.083 1.3 -0.1 1.2 -0.1525
C -2.711 2.092 -4.267 -1.9 -0.3 1.7 -0.0893
C -1.851 2.267 -2.929 0.1 1.0 -1.5 -0.4853
N -2.589 1.782 -1.752 -0.6 0.0 -0.1 -0.0924
O -1.979 2.238 -0.527 -0.2 -0.4 -1.0 -0.0118
C -0.536 1.445 -3.085 -0.6 -0.8 0.0 -0.0177
C -1.577 3.733 -2.856 0.4 1.9 0.9 -0.0633
C -4.546 0.701 -0.637 0.4 0.3 -0.6 -0.0093
H -4.334 3.273 0.082 0.5 0.3 0.0 0.0533
H -5.649 3.461 -0.933 -0.1 -0.5 -0.8 0.0799
H -4.061 4.096 -1.492 -0.2 0.2 0.3 0.0589
H -4.609 0.697 -3.286 -0.3 -0.5 0.4 0.1155
H -5.836 1.878 -2.769 0.1 -0.1 0.2 0.1192
H -4.386 3.600 -3.791 0.6 0.3 -0.2 0.0863
H -4.786 2.470 -5.016 0.0 -0.5 0.1 0.0992
H -2.290 2.494 -5.188 0.5 0.1 0.4 0.1135
H -2.817 1.010 -4.351 0.1 -0.2 -0.5 0.0986
H 0.327 1.905 -3.566 -0.4 0.5 -0.2 0.0782
H -0.143 1.001 -2.170 -0.3 0.3 0.3 0.0742
H -0.851 0.594 -3.688 0.5 -0.3 -0.1 0.0732
H -0.911 4.142 -3.616 0.0 -0.4 -0.3 0.0847
H -2.475 4.349 -2.894 -0.2 -0.2 -0.2 0.0641
H -1.122 4.035 -1.912 0.2 -0.3 0.2 0.0819
H -5.615 0.537 -0.500 -0.4 0.9 -0.4 0.0823
H -4.203 0.768 0.396 0.4 0.1 -0.1 0.0430
H -4.255 -0.261 -1.060 0.6 0.1 0.1 0.0736
H -1.905 1.372 -0.120 0.6 -0.1 0.8 0.0401
O -3.118 1.925 2.782 0.1 0.3 0.5 -0.0325
H -3.205 2.779 2.357 0.0 0.3 -0.1 0.0540
H -3.240 1.292 2.075 0.0 -0.5 -0.2 0.0100
O -1.963 -4.752 0.826 -0.1 -0.5 0.1 -0.0589
H -1.616 -3.864 0.908 0.1 0.4 0.0 -0.0202
H -1.527 -5.110 0.053 0.1 0.0 -0.2 0.0229
O 0.631 -2.615 4.680 -0.1 0.4 0.4 -0.0894
H 0.735 -3.097 5.500 -0.1 -0.2 0.7 0.0558
H 1.045 -3.171 4.020 0.0 -0.2 -0.9 0.0694
O -1.293 1.009 4.577 0.9 -0.3 0.8 -0.0834
H -0.994 1.710 5.156 0.1 0.2 0.5 0.0606
H -1.941 1.426 4.010 -1.2 0.2 -1.3 0.0168
O -2.021 -1.140 -1.690 -0.1 -0.8 -0.9 -0.0660
H -1.940 -1.030 -0.742 0.2 0.0 0.3 -0.0262
H -2.012 -0.248 -2.037 -0.2 0.3 0.1 -0.0250
O 1.908 -3.509 -1.142 0.1 -0.5 -0.2 -0.0389
H 2.602 -2.900 -1.394 0.0 -0.1 -0.1 -0.0085
H 1.617 -3.201 -0.284 -0.4 0.1 0.2 0.0076
O 1.352 0.110 4.554 0.5 0.2 -0.1 -0.0818
H 2.189 -0.310 4.751 0.5 -0.6 0.2 0.0607
H 1.549 1.047 4.553 -0.2 0.7 -0.1 0.0709
```
Forces are in eV/Å.

As for the HOMO-LUMO gap: 2.1695 eV. The total energy is -2212.93465 hartree. The net charge is -1.